[1]
The following is a quantum chemistry calculation of a structure of composition C46H50CdF11N3O3PS, from the OMol25 dataset.

Calculated values
<S²>: 0.769
Kohn-Sham gap (alpha / beta): 5.6 / 6.8 eV
E: -4179.0718 a.u.
Net charge: -2
Multiplicity: 2
E_HOMO (alpha / beta): -1.63 / -2.81 eV

Last column: Mulliken spin population.
Cartesian coordinates (Å):
Cd (-1.21, -0.44, 0.47)  0.033
O (-3.18, 3.09, 1.64)  0.000
C (-2.77, 1.96, 1.36)  -0.002
O (-2.01, 1.63, 0.40)  -0.006
C (-3.27, 0.83, 2.27)  -0.001
C (-4.22, 1.09, 3.23)  0.000
C (-4.69, 0.05, 4.01)  0.000
C (-4.20, -1.23, 3.79)  0.000
C (-3.24, -1.42, 2.81)  0.000
N (-2.78, -0.41, 2.08)  0.000
H (-4.57, 2.11, 3.34)  0.000
H (-5.44, 0.22, 4.77)  0.000
H (-4.56, -2.08, 4.35)  0.000
H (-2.84, -2.40, 2.60)  0.000
C (2.03, 0.01, 4.10)  0.005
C (1.07, 1.15, 4.43)  0.003
C (-0.39, 0.67, 4.44)  0.014
C (1.22, 2.36, 3.53)  -0.002
C (1.49, 3.57, 4.17)  -0.005
C (1.66, 4.76, 3.48)  0.005
C (1.54, 4.74, 2.10)  -0.002
C (1.25, 3.57, 1.41)  -0.013
C (1.09, 3.68, -0.10)  -0.031
C (2.40, 4.11, -0.78)  -0.004
C (-0.05, 4.64, -0.46)  0.001
C (1.11, 2.35, 2.12)  -0.027
N (0.88, 1.16, 1.37)  0.221
C (1.85, 0.73, 0.62)  0.111
C (1.69, -0.19, -0.48)  0.286
N (0.51, -0.66, -0.90)  0.305
C (0.44, -1.16, -2.23)  -0.153
C (0.45, -0.27, -3.32)  0.014
C (0.30, -0.76, -4.60)  0.003
C (0.15, -2.12, -4.84)  0.004
C (0.16, -3.00, -3.76)  0.000
C (0.29, -2.54, -2.46)  0.014
C (0.33, -3.53, -1.31)  0.010
C (1.51, -4.50, -1.44)  0.001
C (-0.99, -4.28, -1.18)  0.004
C (0.65, 1.23, -3.13)  -0.026
C (-0.59, 2.02, -3.55)  0.006
C (1.90, 1.72, -3.87)  -0.009
C (3.03, -0.44, -1.05)  0.031
C (3.53, -1.21, -2.08)  0.083
C (4.93, -1.25, -2.29)  -0.038
C (5.82, -0.53, -1.54)  0.082
C (5.34, 0.31, -0.50)  -0.029
C (6.11, 1.14, 0.37)  -0.002
C (5.48, 1.90, 1.32)  0.002
C (4.07, 1.88, 1.51)  0.003
C (3.31, 1.08, 0.70)  -0.002
C (3.96, 0.32, -0.30)  -0.037
H (1.97, -0.76, 4.87)  0.000
H (3.06, 0.37, 4.05)  -0.001
H (1.78, -0.47, 3.15)  -0.001
H (1.31, 1.50, 5.43)  -0.001
H (-0.69, 0.35, 3.45)  -0.009
H (-1.05, 1.47, 4.78)  0.000
H (-0.51, -0.19, 5.10)  -0.001
H (1.58, 3.56, 5.25)  0.000
H (1.89, 5.68, 4.01)  0.001
H (1.63, 5.67, 1.55)  0.001
H (0.83, 2.70, -0.49)  0.067
H (2.69, 5.12, -0.46)  0.000
H (2.27, 4.13, -1.87)  0.003
H (3.22, 3.43, -0.54)  -0.003
H (0.17, 5.65, -0.10)  0.000
H (-0.99, 4.31, -0.02)  0.000
H (-0.17, 4.69, -1.55)  0.000
H (0.29, -0.07, -5.44)  0.000
H (0.03, -2.50, -5.85)  0.000
H (0.05, -4.06, -3.94)  0.000
H (0.48, -2.96, -0.39)  0.005
H (1.36, -5.17, -2.30)  0.000
H (1.58, -5.11, -0.54)  0.000
H (2.45, -3.97, -1.58)  0.000
H (-1.19, -4.89, -2.07)  0.000
H (-1.82, -3.59, -1.03)  -0.001
H (-0.96, -4.95, -0.31)  0.000
H (0.80, 1.42, -2.07)  0.055
H (-0.86, 1.81, -4.59)  0.000
H (-0.40, 3.09, -3.46)  0.000
H (-1.43, 1.77, -2.90)  -0.002
H (1.78, 1.63, -4.95)  0.000
H (2.78, 1.14, -3.58)  -0.001
H (2.09, 2.77, -3.64)  0.002
H (2.88, -1.79, -2.72)  0.020
H (5.31, -1.89, -3.08)  -0.001
H (6.89, -0.60, -1.72)  0.010
H (7.19, 1.17, 0.26)  0.002
H (6.08, 2.53, 1.97)  0.001
H (3.62, 2.51, 2.27)  -0.001
C (-3.65, -2.49, -3.22)  -0.001
S (-3.79, -0.99, -2.25)  0.000
C (-3.67, 0.13, -3.65)  0.000
O (-2.44, -0.83, -1.60)  0.009
H (-3.91, -3.32, -2.57)  0.000
H (-4.34, -2.45, -4.06)  0.000
H (-2.61, -2.55, -3.55)  0.001
H (-4.48, -0.08, -4.35)  0.000
H (-2.69, 0.00, -4.11)  0.000
H (-3.77, 1.15, -3.26)  0.000
F (-0.99, -2.97, 1.36)  0.002
C (-0.04, -2.45, 2.32)  -0.007
F (1.18, -2.49, 1.59)  0.001
C (0.10, -3.65, 3.24)  -0.001
F (0.14, -4.86, 2.63)  0.000
F (-0.95, -3.71, 4.10)  0.000
F (1.22, -3.57, 3.98)  0.000
F (-4.72, -1.79, 0.33)  0.000
P (-6.27, -2.29, 0.26)  0.000
F (-7.81, -2.81, 0.19)  0.000
F (-6.65, -1.04, -0.69)  0.000
F (-5.91, -3.18, -1.06)  0.000
F (-5.89, -3.54, 1.21)  0.000
F (-6.61, -1.40, 1.56)  0.000



[2]
The following is a quantum chemistry calculation of a structure of composition C46H53Br2F4N10O2Zr, from the OMol25 dataset.

Calculated values
Kohn-Sham gap: 5.7 eV
E: -8077.2318 a.u.
Net charge: +1
Multiplicity: 1
E_HOMO: -8.92 eV

Last column: Mulliken charge in e.
Cartesian coordinates (Å):
Zr (0.55, -0.20, 0.11)  -0.413
C (2.19, 0.42, -2.77)  -1.170
N (2.54, 0.12, -1.38)  0.819
C (3.52, 1.11, -0.91)  -1.141
C (3.12, -1.23, -1.31)  -0.191
C (3.44, -1.59, 0.13)  -2.008
N (2.38, -1.08, 0.99)  2.149
C (2.62, -1.14, 2.34)  -0.380
C (1.83, -0.33, 3.17)  -0.410
F (0.87, 0.41, 2.53)  0.512
C (1.92, -0.27, 4.54)  -0.476
F (1.06, 0.52, 5.20)  -0.328
C (2.87, -1.02, 5.20)  -0.783
C (3.68, -1.82, 4.42)  0.172
F (4.61, -2.58, 5.01)  -0.320
C (3.57, -1.90, 3.04)  0.664
F (4.38, -2.76, 2.41)  -0.323
H (3.09, 0.48, -3.39)  0.465
H (1.68, 1.38, -2.81)  0.046
H (1.54, -0.36, -3.15)  0.182
H (4.49, 0.96, -1.41)  0.328
H (3.66, 1.03, 0.17)  0.255
H (3.16, 2.11, -1.13)  0.190
H (4.02, -1.30, -1.93)  0.473
H (2.39, -1.92, -1.72)  -0.323
H (4.40, -1.15, 0.42)  0.676
H (3.56, -2.68, 0.19)  0.643
H (2.97, -0.99, 6.28)  0.547
N (-5.58, 3.45, -2.33)  -0.127
C (-4.79, 2.80, -1.18)  -0.583
C (-3.33, 3.17, -1.32)  0.560
C (-2.56, 2.43, -2.45)  0.323
N (-1.32, 1.89, -1.90)  -0.057
C (-3.40, 1.31, -3.07)  -1.911
C (-4.19, 0.43, -2.09)  0.257
N (-3.31, -0.41, -1.28)  0.168
C (-5.07, 1.30, -1.15)  0.128
H (-5.44, 4.46, -2.34)  0.415
H (-6.58, 3.26, -2.25)  0.399
H (-5.26, 3.08, -3.23)  0.280
H (-5.22, 3.27, -0.30)  0.657
H (-2.86, 2.92, -0.37)  -1.217
H (-3.23, 4.26, -1.42)  0.663
H (-2.35, 3.15, -3.25)  0.406
H (-0.55, 2.54, -1.93)  0.359
H (-1.03, 1.02, -2.32)  -1.258
H (-2.76, 0.68, -3.68)  -0.123
H (-4.11, 1.73, -3.80)  0.443
H (-4.86, -0.18, -2.71)  0.558
H (-2.37, -0.55, -1.65)  -0.707
H (-3.72, -1.33, -1.13)  0.386
H (-4.87, 0.98, -0.13)  -0.716
H (-6.14, 1.12, -1.32)  0.419
Br (2.37, 4.65, 0.13)  -0.150
C (0.73, 4.10, 0.87)  0.022
C (-0.05, 5.05, 1.56)  -0.201
C (-1.26, 4.70, 2.10)  -0.152
Br (-2.28, 6.02, 3.00)  -0.216
C (-1.74, 3.38, 1.97)  1.298
C (-2.98, 2.92, 2.48)  -1.212
C (-3.35, 1.63, 2.26)  -1.152
C (-2.49, 0.76, 1.56)  -0.907
N (-1.32, 1.14, 1.10)  2.314
C (-0.95, 2.44, 1.28)  -0.822
C (0.31, 2.80, 0.70)  -0.426
O (0.97, 1.88, 0.05)  0.291
H (0.32, 6.06, 1.66)  0.495
H (-3.61, 3.60, 3.05)  0.395
H (-4.28, 1.24, 2.65)  0.345
H (-2.78, -0.26, 1.38)  0.498
C (-1.06, -0.88, -4.16)  -1.801
C (-0.63, -2.20, -3.57)  0.769
C (-0.74, -3.31, -4.40)  -0.551
C (-0.32, -4.56, -3.99)  -1.232
C (0.26, -4.68, -2.75)  -0.922
C (0.40, -3.59, -1.89)  1.469
C (1.16, -3.88, -0.62)  -1.507
C (-0.10, -2.31, -2.26)  -0.469
N (-0.06, -1.22, -1.40)  1.797
H (-2.13, -0.87, -4.36)  0.719
H (-0.56, -0.72, -5.12)  0.750
H (-0.80, -0.04, -3.52)  0.079
H (-1.16, -3.17, -5.39)  0.468
H (-0.42, -5.42, -4.65)  0.408
H (0.65, -5.64, -2.43)  0.485
H (2.15, -4.29, -0.86)  0.531
H (0.65, -4.63, -0.01)  0.602
H (1.32, -3.00, 0.01)  -0.236
C (-7.36, -1.79, 0.85)  -1.316
C (-6.54, -2.18, 2.05)  0.475
C (-6.66, -3.43, 2.64)  -0.845
C (-5.88, -3.80, 3.72)  -0.360
C (-4.95, -2.90, 4.25)  -0.642
N (-4.16, -3.34, 5.34)  -0.033
C (-2.95, -2.89, 5.80)  0.163
O (-2.64, -2.98, 6.97)  -0.663
N (-2.08, -2.30, 4.89)  0.014
C (-1.90, -2.55, 3.52)  0.056
C (-2.50, -3.58, 2.81)  -0.534
C (-2.32, -3.63, 1.45)  -1.848
C (-1.51, -2.69, 0.82)  -0.447
N (-0.84, -1.76, 1.51)  0.990
C (-1.06, -1.69, 2.83)  -0.904
C (-4.84, -1.63, 3.70)  0.200
C (-5.62, -1.29, 2.61)  0.032
H (-8.16, -2.50, 0.67)  0.420
H (-6.75, -1.75, -0.05)  0.167
H (-7.81, -0.80, 0.99)  0.343
H (-7.38, -4.14, 2.24)  0.368
H (-5.97, -4.79, 4.15)  0.441
H (-4.64, -3.87, 6.06)  0.281
H (-1.29, -1.89, 5.37)  0.167
H (-3.10, -4.33, 3.31)  0.667
H (-2.80, -4.39, 0.85)  0.686
H (-1.36, -2.70, -0.24)  0.608
H (-0.58, -0.89, 3.37)  0.399
H (-4.15, -0.92, 4.12)  0.670
H (-5.53, -0.30, 2.18)  0.089